# 1
Here is a single C4H5N3 molecule from the OMol25 dataset. Energies are from the ωB97M-V functional and the def2-TZVPD basis.

XYZ file:
```
12
Properties=species:S:1:pos:R:3:forces:R:3
C -0.821 0.263 1.396 -0.3 0.0 -0.2
C -0.602 -0.752 -0.675 0.0 0.0 -0.1
N -1.398 -0.059 0.315 0.3 0.1 0.3
N 0.689 1.301 -0.735 0.1 -0.3 -0.3
C 0.524 -0.161 1.770 0.9 -0.4 0.2
H 1.440 1.791 -1.217 0.0 0.0 -0.1
H -0.074 -1.624 -0.257 0.0 0.1 0.0
H -1.257 -1.122 -1.472 0.1 0.1 0.1
C 0.444 0.179 -1.265 0.0 0.2 0.1
H -1.344 0.890 2.116 0.0 -0.2 0.0
N 1.572 -0.564 2.052 -1.0 0.4 -0.2
H 0.968 -0.218 -2.143 -0.1 0.1 0.1
```
Forces are in eV/Å.

Its SMILES is [H]/N=C/C/N=C\C#N. The frontier orbital gap comes out at 10.5 eV. The LUMO energy is 0.160 eV. For the HOMO energy, the calculation gives -10.4 eV. Its charge is 0.

=====

# 2
Here is a molecular structure, C44H36N5PPtS4 from the OMol25 dataset. Energies are from the ωB97M-V functional and the def2-TZVPD basis.

XYZ file:
```
91
Properties=species:S:1:pos:R:3:forces:R:3
C 0.819 -1.428 -4.548 -0.1 -0.1 -0.1
Pt 0.401 -0.818 -0.091 -0.9 0.1 0.6
H 0.167 -0.218 4.611 0.1 0.0 0.0
C 4.483 -0.078 3.554 -0.1 0.0 0.0
C 5.324 -2.898 1.280 0.0 0.0 0.0
C -2.943 1.013 -3.529 0.0 0.0 0.0
H 0.675 2.590 -1.194 0.0 0.0 0.1
H 1.183 -1.235 5.640 0.0 0.0 0.0
C -3.290 1.320 -1.086 0.2 0.0 -0.1
C 2.068 0.718 7.134 0.0 0.0 0.0
C -4.679 1.297 -1.327 0.1 0.0 0.0
H 1.076 2.280 4.292 0.0 0.0 0.0
P -0.188 -2.057 -1.990 0.7 0.6 -0.2
H 7.590 -5.183 2.321 0.0 0.0 0.0
H 1.788 4.245 5.595 0.0 0.0 0.0
C 7.873 -3.061 2.372 0.0 0.0 0.0
S -2.563 1.529 0.458 0.0 -0.1 -0.2
H 3.626 -1.977 4.112 0.0 0.0 0.0
C -4.006 -2.430 -0.684 0.0 0.0 0.0
C 3.493 -0.912 4.319 0.0 0.1 -0.1
H 2.674 3.959 7.882 0.0 0.0 0.0
C -4.310 0.995 -3.718 0.0 0.0 -0.1
H -0.412 -6.834 -3.152 0.0 0.0 0.0
C -4.826 0.776 -5.037 0.1 0.1 0.2
H -4.517 -2.494 0.266 0.0 0.0 0.0
H 2.127 -0.269 7.576 0.0 0.0 0.0
H 3.502 -5.200 -2.575 0.0 0.0 0.0
C 1.480 2.149 5.289 0.0 0.0 0.0
C 5.880 -4.134 1.559 0.0 0.0 0.0
H -2.284 0.892 -4.377 0.0 0.0 0.0
C -0.342 -4.765 -2.614 0.0 0.0 0.0
C 1.066 0.819 -5.378 0.0 0.0 0.1
H 2.038 -7.106 -3.153 0.0 0.0 0.0
C 0.226 -5.996 -2.914 0.0 0.0 0.0
H 2.511 -3.012 -2.019 0.0 0.0 0.0
N -7.719 0.908 -2.943 -0.3 0.0 0.0
C -1.975 -2.183 -1.949 0.0 -0.1 0.1
C -2.468 1.168 -2.235 -0.2 0.0 0.5
H -5.365 1.402 -0.499 0.0 0.0 0.0
H 4.414 0.980 3.823 0.0 0.0 0.0
N 2.128 -0.523 3.923 -0.1 0.2 -0.4
H -0.896 3.117 -1.157 0.0 0.0 0.1
C 7.156 -4.216 2.106 0.0 0.0 0.0
H 6.121 0.414 1.540 0.0 0.0 0.0
H 4.335 -2.841 0.839 0.0 0.0 0.0
C -2.698 -2.258 -3.141 0.0 0.0 0.0
C -4.722 -2.507 -1.869 0.0 0.0 0.0
H 5.155 -0.254 0.222 0.0 0.0 0.1
H 0.308 2.377 -4.096 0.0 0.0 0.0
H 7.879 -0.918 2.302 0.0 0.0 0.0
H 3.592 -0.740 5.388 0.0 0.0 0.0
H 1.692 -0.931 -6.440 0.0 0.0 0.0
N -5.190 0.572 -6.106 -0.1 -0.1 -0.2
S 2.616 -0.237 -0.005 0.0 -0.8 -0.3
C 2.461 1.829 7.868 0.0 0.0 0.0
H 0.965 -2.493 -4.683 0.0 0.0 0.0
C 7.313 -1.820 2.099 0.0 0.0 0.0
C -4.071 -2.423 -3.097 0.0 0.0 0.0
N -0.212 2.579 -1.691 -0.1 0.0 0.0
C -5.167 1.127 -2.603 -0.1 0.0 0.0
C 5.433 -0.386 1.268 -0.2 0.2 -0.1
C 1.840 -0.307 2.661 0.5 -0.2 0.0
S -0.802 1.008 -1.754 0.3 -0.3 -0.7
C 6.041 -1.734 1.549 0.0 0.0 0.0
C 2.369 3.094 7.310 0.0 0.0 0.0
C 0.037 0.433 -3.250 -0.2 0.0 0.1
C 2.993 -0.297 1.654 -0.1 0.2 0.6
C 2.428 -5.075 -2.586 0.0 0.0 0.0
H -1.419 -4.655 -2.615 0.0 0.0 0.0
C 0.457 1.315 -4.228 0.0 0.0 -0.1
C 1.876 3.255 6.021 0.0 0.0 0.0
H 8.867 -3.123 2.791 0.0 0.0 0.0
C -2.629 -2.274 -0.722 0.0 0.0 0.1
C 1.233 -0.545 -5.542 0.0 0.0 0.0
S 0.276 -0.007 2.066 0.2 0.4 0.1
C 0.223 -0.956 -3.389 0.0 0.0 0.2
H -2.072 -2.230 0.211 0.0 0.0 0.0
H -2.192 -2.184 -4.096 0.0 0.0 0.0
C 1.871 -3.848 -2.279 0.0 0.0 0.0
H -4.637 -2.482 -4.017 0.0 0.0 0.0
H 5.498 -0.427 3.738 0.0 0.0 0.0
H -5.796 -2.633 -1.842 0.0 0.0 0.0
C 1.165 -0.326 5.037 -0.1 -0.1 -0.2
H 5.325 -5.037 1.344 0.0 0.0 0.0
H 2.831 1.704 8.875 0.0 0.0 0.0
C -6.589 1.028 -2.793 0.3 0.0 0.0
N 4.219 -0.213 2.108 -0.3 -0.3 -0.1
C 1.576 0.875 5.845 0.0 0.0 0.0
C 1.603 -6.147 -2.909 0.0 0.0 0.0
H 1.399 1.504 -6.144 0.0 0.0 0.0
C 0.483 -3.686 -2.309 0.2 0.1 0.0
```
Forces are in eV/Å.

The frontier orbital gap comes out at 4.7 eV. The LUMO energy is -7.557 eV. For the HOMO energy, the calculation gives -12.3 eV. Its charge is +2.

=====

# 3
Here is a gas-phase ion, C6H8N (charge +1) from the OMol25 dataset. Energies are from the ωB97M-V functional and the def2-TZVPD basis.

XYZ file:
```
15
Properties=species:S:1:pos:R:3:forces:R:3
C 1.063 -0.948 -1.245 0.2 0.4 2.1
H 2.217 0.637 1.299 -1.0 0.1 -0.5
H -0.333 0.032 1.775 0.1 -0.1 0.7
N 1.921 -0.439 -0.420 -0.9 -0.1 -2.5
H -0.276 1.510 -0.877 -0.9 0.1 1.1
H -0.793 -1.857 0.507 -0.8 -0.4 0.1
H 0.074 2.345 0.556 2.3 2.3 1.5
H -0.803 -1.944 -2.005 0.5 0.0 -0.7
H -1.776 -0.542 -0.391 0.5 -0.4 0.8
C -0.411 1.514 0.246 -1.2 -2.3 -2.3
C -0.157 -1.343 -1.393 1.3 -0.4 -0.9
C -0.788 -0.938 -0.063 0.3 0.6 0.6
C 1.463 0.223 0.594 0.8 -2.3 0.5
H -1.379 1.643 0.662 -1.4 0.4 -0.6
C -0.022 0.107 0.755 0.2 2.0 -0.1
```
Forces are in eV/Å.

Its SMILES is C[C@@H]1C=[N+]=C=CC1. The frontier orbital gap comes out at 8.6 eV. The LUMO energy is -6.274 eV. For the HOMO energy, the calculation gives -14.9 eV. Its charge is +1.

=====

# 4
Here is a molecular structure, C47H51BiN7O2 from the OMol25 dataset. Energies are from the ωB97M-V functional and the def2-TZVPD basis.

XYZ file:
```
108
Properties=species:S:1:pos:R:3:forces:R:3
H -1.267 4.697 -5.332 0.0 0.0 0.0
H -2.609 -2.234 -0.440 0.0 0.1 -0.1
H 1.154 2.244 2.543 -0.1 0.0 0.1
C -3.791 2.158 -1.285 0.0 0.1 0.1
O -1.441 1.238 4.383 0.0 0.0 -0.1
C 1.256 -1.800 2.308 0.0 0.1 -0.1
H 1.968 -1.569 -4.017 0.0 0.0 0.0
H -3.299 3.121 3.619 0.0 0.0 0.0
N -1.878 -2.844 -0.109 -0.1 0.0 0.2
H -1.381 -2.425 0.662 0.0 0.0 0.0
C -1.650 -3.898 -2.265 0.0 0.1 0.0
H 2.051 2.709 3.961 0.0 0.0 0.0
C -3.627 2.929 2.598 0.0 -0.1 -0.1
C 6.641 -1.849 0.800 0.1 -0.1 0.0
C -4.605 -1.211 2.128 0.0 0.0 0.0
H -2.707 -3.719 -2.439 0.0 0.0 0.0
H 4.084 1.511 2.994 0.0 0.0 0.0
H 4.299 -0.858 3.065 0.0 0.0 0.0
H -2.725 -2.908 2.862 0.0 0.0 0.0
H -2.799 3.215 1.940 0.0 0.0 0.0
C 0.954 -1.954 0.949 -0.2 -0.2 -0.1
H -0.336 -1.494 -2.363 0.0 0.0 0.0
H 1.065 4.799 -0.352 0.0 0.0 0.0
H 1.809 -2.675 4.189 0.0 0.0 0.0
H -2.436 -1.900 4.296 0.0 0.0 0.0
H 3.734 3.915 2.517 0.0 0.0 0.0
C 0.137 1.628 -2.756 0.0 -0.1 0.0
C -0.262 2.890 -4.921 -0.1 0.0 0.2
H 3.734 -0.553 -2.928 0.0 0.0 0.0
C 2.654 3.709 0.667 -0.1 0.1 0.1
H 1.186 -0.808 2.747 0.1 0.0 0.1
C -3.038 0.491 2.781 0.1 0.2 -0.1
C 3.887 -0.249 1.103 0.0 0.1 0.0
H 2.525 0.713 -2.861 0.1 0.0 0.0
H -1.354 -4.913 -4.122 0.0 0.0 0.0
H 0.518 0.949 -4.728 0.0 0.1 0.0
H -1.080 4.382 -1.128 0.0 0.0 -0.1
H 1.839 -2.198 -2.384 0.0 0.1 -0.1
C 1.019 -4.396 -1.773 -0.1 0.0 0.0
C -1.246 4.415 -3.221 0.1 -0.1 -0.1
Bi 0.926 0.318 0.146 -0.1 0.1 0.3
H -4.145 3.132 -0.989 0.0 0.0 0.0
C -5.193 1.088 1.892 0.0 0.0 0.0
H 2.736 0.535 3.555 -0.1 0.0 0.0
H -4.825 1.678 -3.215 0.0 0.0 0.0
N -2.661 0.207 -1.284 0.0 -0.2 0.1
C -4.149 1.456 -2.405 0.0 -0.1 0.0
H 3.271 4.517 0.267 0.0 0.0 0.0
C 0.148 1.792 -4.157 0.0 0.1 -0.1
H -2.309 1.507 0.300 -0.1 0.0 -0.1
C 1.236 3.801 0.068 0.1 0.0 0.0
N 2.847 -0.214 -1.033 0.1 -0.1 0.0
H 5.237 -0.618 -2.035 0.0 0.0 0.0
C 2.157 2.492 2.895 0.2 0.0 -0.2
C 0.452 -4.835 -2.962 0.0 0.0 0.0
H -4.487 3.560 2.371 0.0 0.0 0.0
C -2.850 1.336 -0.624 -0.1 0.0 0.0
C -1.636 0.936 3.202 0.2 -0.1 0.1
H 7.587 -2.361 0.938 0.0 0.0 0.0
H 2.119 4.611 2.549 0.0 0.0 0.0
C -0.933 4.033 -4.542 0.0 0.1 -0.1
C 6.344 -1.392 -0.471 -0.2 0.0 0.1
H 1.186 -5.352 0.914 0.0 0.0 0.0
H 7.127 -1.531 -1.210 0.0 0.0 0.0
C 3.040 1.245 2.775 0.0 0.0 0.0
C 2.775 -0.284 -2.493 -0.1 -0.1 0.0
C 5.181 -0.833 -0.979 0.1 0.0 0.0
H -5.905 1.853 1.591 0.0 0.0 0.0
C 0.285 -3.681 -0.832 0.0 0.1 0.0
C 1.252 -4.344 1.310 -0.1 0.1 -0.1
H -3.425 -0.436 -3.048 0.0 0.0 0.0
C 3.943 -0.512 -0.366 -0.1 0.1 -0.2
C -2.438 -1.913 3.203 0.0 0.1 0.0
H -1.924 5.258 -3.126 0.0 0.0 0.0
C 1.634 -4.140 2.625 0.0 0.0 0.0
C 5.842 -1.671 1.924 0.0 0.1 -0.1
C -1.085 -3.443 -1.067 0.1 -0.1 -0.1
C -5.514 -0.251 1.702 0.0 0.0 0.0
C -3.375 -0.857 2.681 0.0 0.0 0.0
N 2.998 0.644 1.447 -0.2 0.1 -0.1
C 0.279 -0.764 -2.888 0.0 -0.1 0.0
H -1.412 -1.717 2.889 0.0 0.0 0.0
C 4.689 -0.932 2.058 0.0 0.0 0.0
H 3.090 2.772 0.324 0.1 0.0 -0.1
H 0.487 3.658 0.861 0.0 0.0 0.0
C 2.698 3.749 2.199 -0.1 -0.1 -0.1
N -3.458 0.292 -2.359 0.0 0.1 0.0
C -0.890 -4.573 -3.204 0.0 0.0 0.0
H -0.085 2.788 -5.988 0.0 0.0 0.0
H 6.206 -2.129 2.839 0.0 0.0 0.0
C 1.593 -2.856 3.142 0.0 0.0 0.0
O -0.783 0.973 2.251 -0.3 -0.1 -0.1
H -0.153 -0.651 -3.886 0.0 0.0 0.1
H 1.911 -4.982 3.249 0.0 0.0 0.0
N 1.062 2.763 -0.933 0.1 -0.3 0.3
H -7.669 -0.451 1.688 0.0 0.0 0.0
C -0.758 3.911 -2.052 -0.1 0.0 0.1
C 1.736 -1.295 -2.985 0.0 0.2 0.1
C -3.969 1.470 2.425 0.0 0.0 0.1
C 0.877 -3.279 0.477 0.2 -0.2 0.2
H -6.809 -1.708 0.790 0.0 0.0 0.0
H -4.851 -2.264 2.015 0.0 0.0 0.0
C -6.812 -0.646 1.038 0.1 0.1 0.1
N 0.219 0.468 -2.137 0.2 0.1 0.0
H -6.956 -0.078 0.116 0.0 0.0 0.0
H 2.070 -4.576 -1.574 0.0 0.0 0.0
C 0.190 2.836 -1.871 0.0 0.0 -0.2
H 1.051 -5.368 -3.690 0.0 0.0 0.0
```
Forces are in eV/Å.

The frontier orbital gap comes out at 6.8 eV. The LUMO energy is 2.505 eV. For the HOMO energy, the calculation gives -4.3 eV. Its charge is -1.

=====

# 5
Here is a molecular structure, C8H8N2O from the OMol25 dataset. Energies are from the ωB97M-V functional and the def2-TZVPD basis.

XYZ file:
```
19
Properties=species:S:1:pos:R:3:forces:R:3
O -3.821 -0.576 -0.319 1.9 2.9 0.8
C 2.601 -0.957 0.153 -3.8 5.2 -1.5
H -1.958 -1.540 -1.000 2.1 1.3 2.7
N -1.899 0.237 0.353 -5.8 -4.2 -0.3
C 1.270 -1.402 0.156 0.7 -3.8 -3.0
N -3.153 0.476 -0.072 -1.1 -2.9 -0.1
C 0.203 0.657 0.107 -1.2 6.6 -1.3
H -0.970 1.938 1.442 -0.4 -1.8 -2.0
H -1.481 2.187 -0.358 1.3 -2.2 1.6
H 1.328 2.435 -0.521 0.0 -1.8 0.2
C 2.518 0.584 -0.151 3.0 1.0 -1.7
C 1.300 1.310 -0.343 4.9 0.8 1.8
C -1.068 1.315 0.405 0.4 5.5 0.2
H 3.549 1.410 -0.477 -2.9 -3.3 1.3
H 3.433 -1.609 0.027 0.6 0.0 0.3
C 0.122 -0.599 -0.010 -0.8 -9.3 1.8
H -1.685 -2.127 0.722 1.0 2.6 -0.4
C -1.364 -1.185 0.085 -0.4 0.8 -2.2
H 1.075 -2.551 -0.196 0.6 2.5 1.7
```
Forces are in eV/Å.

The frontier orbital gap comes out at 9.5 eV. The LUMO energy is 0.312 eV. For the HOMO energy, the calculation gives -9.2 eV. Its charge is 0.

=====

Which value of HOMO does entry 2 give?
-12.3 eV

=====

Number 4 is which compound?
C47H51BiN7O2

=====

HOMO of number 2 (C44H36N5PPtS4)?
-12.3 eV